Below is a 2-piece molecular cluster, C4H4O2 overall at a distorted geometry, with properties calculated with ωB97M-V/def2-TZVPD.

Summary:
HOMO level (alpha / beta) in eV: -9.3 / -9.2
Charge: 0
E in Eh: -304.98548
Energy relative to the best compared isomer or geometry (same formula, charge and spin) in kJ/mol: 771.85

Geometry as XYZ:
```
10
C4H4O2, DFT ωB97M-V/def2-TZVPD
C 1.22469 -0.18504 -0.75488
C 0.97591 -1.16713 0.30449
C -0.13934 -0.28618 -0.47679
C -1.12134 0.73008 -0.10995
O 2.04172 0.40543 -1.31143
O -0.24340 -1.64949 -0.00700
H 1.26468 -0.67757 2.51069
H -1.30738 1.52695 -0.94806
H -0.68845 1.18049 0.68282
H -2.00709 0.12246 0.11011
```